The following is a DFT calculation (ωB97M-V with the def2-TZVPD basis set) of a structure of composition C25H21N6PdS in a non-equilibrium geometry.

Last column: Mulliken charge in e.
Cartesian coordinates (Å):
Pd -0.26 0.86 0.09  -0.363
C 1.26 0.56 2.96  -1.057
N -0.14 0.60 2.50  0.158
C -0.97 -0.53 2.96  -1.090
C -1.24 -1.50 1.86  0.336
N -1.11 -1.17 0.61  0.292
C -1.50 -2.29 -0.13  -0.057
C -1.55 -2.49 -1.50  -0.195
C -1.95 -3.73 -1.95  -0.766
C -2.31 -4.75 -1.05  -0.373
C -2.27 -4.57 0.31  -1.120
C -1.86 -3.32 0.76  0.669
N -1.67 -2.78 2.02  -0.109
C 2.19 0.19 1.85  0.224
N 1.84 0.24 0.61  0.282
C 2.97 -0.09 -0.13  -0.224
C 3.15 -0.19 -1.51  0.044
C 4.41 -0.55 -1.96  -0.792
C 5.46 -0.82 -1.07  -0.353
C 5.29 -0.74 0.30  -1.124
C 4.02 -0.36 0.74  0.503
N 3.49 -0.17 2.01  -0.104
H 1.38 -0.15 3.79  0.375
H 1.56 1.54 3.33  0.453
H -0.55 1.47 2.81  0.145
H -1.93 -0.15 3.31  0.427
H -0.50 -1.04 3.80  0.276
H -1.28 -1.69 -2.18  0.412
H -2.00 -3.93 -3.01  0.421
H -2.62 -5.71 -1.45  0.390
H -2.55 -5.36 1.00  0.382
H -1.86 -3.24 2.90  0.216
H 2.34 0.03 -2.18  0.329
H 4.59 -0.63 -3.02  0.433
H 6.42 -1.11 -1.46  0.394
H 6.10 -0.94 0.98  0.380
H 3.98 -0.27 2.88  0.228
S -1.49 2.55 -3.79  -0.248
C -0.51 1.21 -4.16  -0.929
C -0.06 0.56 -3.05  -0.125
C -0.52 1.18 -1.86  0.767
C -1.31 2.26 -2.10  -0.472
C -1.92 3.05 -1.06  1.596
C -2.71 4.18 -1.28  -0.913
C -3.23 4.86 -0.20  -0.313
C -2.95 4.40 1.09  -1.002
C -2.17 3.27 1.22  -0.022
N -1.67 2.61 0.18  -0.034
H -0.31 0.96 -5.20  0.472
H 0.56 -0.32 -3.11  0.619
H -2.91 4.51 -2.29  0.341
H -3.85 5.74 -0.34  0.445
H -3.34 4.90 1.96  0.411
H -1.95 2.88 2.20  0.367

Summary:
**Relative energy (zero: lowest compared OMol25 entry of this formula, charge and spin)**: 0.0 kcal per mole
**E**: -1819.7310 Ha
**Gap between HOMO and LUMO (alpha / beta)**: 7.91 / 7.91 eV
**LUMO energy (alpha / beta)**: -2.63 / -2.63 eV
**Net charge**: +1